Molecular formula: C24H39CrF3O2P
Method: DFT, wB97M-V/def2-TZVPD

```
70
Properties=species:S:1:pos:R:3:mulliken_charge:R:1
Cr -0.56134 -0.65504 0.15632 -0.26
C -2.75000 -0.35771 0.39628 0.77
C -2.12028 -0.27017 1.67759 0.07
C -1.63755 -1.55684 2.01674 1.07
C -1.92362 -2.43313 0.93314 0.87
C -2.63285 -1.70445 -0.05618 1.14
C -3.34470 -2.29158 -1.23630 -1.69
C -1.67457 -3.90799 0.94145 -1.92
C -1.05552 -1.95439 3.33094 -1.78
C -2.21538 0.90180 2.60467 -1.84
C -3.72516 0.65338 -0.12990 -1.96
H -4.40052 -2.44014 -0.99433 0.28
H -2.92343 -3.25813 -1.50843 0.40
H -3.30032 -1.64327 -2.11026 0.34
H -2.53178 -4.42592 1.37999 0.33
H -0.79433 -4.15030 1.53359 0.42
H -1.52795 -4.29991 -0.06482 0.43
H -1.82160 -2.44906 3.93367 0.35
H -0.69391 -1.08503 3.87784 0.33
H -0.22233 -2.64144 3.19612 0.29
H -3.06501 0.77393 3.28079 0.36
H -2.35317 1.82959 2.05094 0.39
H -1.31209 1.00430 3.20490 0.26
H -4.64071 0.60262 0.46606 0.29
H -3.99659 0.45346 -1.16631 0.49
H -3.34214 1.66990 -0.05806 0.41
F 3.57169 -2.67444 -1.00321 -0.25
C 2.62520 -3.40239 -0.38427 0.64
F 2.18583 -4.32432 -1.26317 -0.26
F 3.20328 -4.04926 0.62960 -0.25
C 1.45402 -2.50758 0.09828 0.22
O 1.14175 -2.54797 1.28019 -0.49
O 0.93708 -1.79452 -0.81455 -0.52
C 2.88201 1.12400 3.77054 -1.67
C 2.83638 1.59807 2.30981 1.75
C 2.72060 3.12818 2.27645 -1.64
C 4.11385 1.15734 1.58257 -1.58
C 1.67463 0.99559 1.64145 0.34
C 0.72777 0.50185 1.06275 -0.05
H 3.75860 1.53497 4.27719 0.43
H 2.92252 0.03534 3.81742 0.32
H 1.98755 1.45484 4.30045 0.30
H 3.61313 3.57872 2.71668 0.45
H 1.85023 3.45505 2.84692 0.35
H 2.61840 3.49415 1.25345 0.26
H 4.99417 1.54031 2.10414 0.44
H 4.13167 1.53888 0.55985 0.25
H 4.17771 0.06939 1.54115 0.32
C -1.19814 -0.92313 -3.67560 -1.11
C 0.04351 -0.09114 -3.36395 -1.10
P -0.08758 0.75815 -1.73928 1.37
C 1.54947 1.59409 -1.62502 -0.40
C 2.17175 2.20365 -2.88016 -1.49
C -1.32467 2.10225 -2.00370 -0.07
C -1.12777 3.09334 -3.15071 -1.49
H -1.10022 -1.42364 -4.63964 0.44
H -2.10214 -0.31064 -3.70812 0.32
H -1.32350 -1.69109 -2.91104 0.03
H 0.24530 0.63403 -4.15280 0.69
H 0.90965 -0.75085 -3.27614 0.41
H 2.21385 0.83156 -1.21597 0.28
H 1.42993 2.34391 -0.84269 0.33
H 2.29455 1.47227 -3.67932 0.29
H 3.16673 2.57601 -2.63033 0.46
H 1.59122 3.03918 -3.26338 0.24
H -1.36383 2.62341 -1.04339 0.44
H -2.28269 1.59327 -2.12326 0.10
H -0.39180 3.85473 -2.90019 0.33
H -2.06663 3.60434 -3.36829 0.42
H -0.80821 2.59563 -4.06714 0.28
```

Properties
2S+1: 2
Total energy, eV: -75478.4935
Energy relative to the best compared isomer or geometry (same formula, charge and spin), kcal per mole: 14.66
Gap between HOMO and LUMO (alpha / beta), Ha: 0.2988 / 0.3028
Total charge: 0